# 1
Here is a structure of composition C8H13NO3S2 in a non-equilibrium geometry from the Open Molecules 2025 dataset. Energies are from wB97M-V/def2-TZVPD.

Structure (XYZ):
```
27
C8H13NO3S2, DFT wB97M-V/def2-TZVPD
C 1.4177 1.7061 0.8240
C 1.2465 3.1728 0.5085
C 1.3494 -0.1015 -0.8708
C -3.0131 -0.8840 -0.5149
C -1.7370 -1.3982 0.0742
C -0.6593 -1.6986 -0.6460
C 0.6102 -2.1881 -0.0448
C 1.4419 -1.3187 0.7992
H -0.6227 1.9604 -0.7567
H 0.9923 1.5007 1.8177
H 2.4816 1.4422 0.8514
H 1.7753 3.8718 1.1833
H 0.6198 -0.5711 -1.5311
H -2.3140 1.3815 -0.3306
H -2.9781 -0.8933 -1.6075
H -3.8604 -1.5053 -0.2068
H -1.6996 -1.5163 1.1560
H -0.6676 -1.5950 -1.7312
H 1.1138 -2.9882 -0.5877
H 2.5169 -1.4884 0.8669
H 1.1027 -0.3034 0.9929
N 0.7841 0.8865 -0.1736
O -0.5757 1.0872 -0.3170
O 0.5661 3.5818 -0.4060
O 0.6340 -2.3387 1.3654
S 2.9181 -0.5901 -0.7911
S -3.4430 0.7880 0.0763
```

- Gap between HOMO and LUMO: 8.24 eV
- Highest occupied orbital energy: -7.986 eV
- Energy relative to the best compared isomer or geometry (same formula, charge and spin): 7.440 eV
- Calculated total energy: -1389.17372 Ha

# 2
Here is a cluster of 2 separate species, C5H12N3 in total in a non-equilibrium geometry from the Open Molecules 2025 dataset. Energies are from wB97M-V/def2-TZVPD.

Structure (XYZ):
```
20
C5H12N3, DFT wB97M-V/def2-TZVPD
C 2.8098 1.1370 -0.2780
C -0.2843 -1.6516 0.6371
C -0.7330 -0.2350 -1.1723
C -1.5191 0.1878 -0.1427
C -2.4572 1.3036 -0.0755
N 2.5521 -0.1072 -0.0640
N 0.2121 -1.2136 -0.6825
N -1.2301 -0.4790 0.9649
H 3.6926 1.6602 -0.6010
H -0.8133 -2.6524 0.4818
H 0.3788 -1.8140 1.4753
H -0.6755 0.1642 -2.1506
H 1.9666 1.7293 -0.3413
H -1.9864 2.0108 0.6468
H -3.4284 0.9094 0.4436
H -2.5230 1.8619 -1.0081
H 3.3768 -0.7560 -0.0089
H 0.1616 -1.8968 -1.3892
H -1.8169 -0.4972 1.7056
H 1.6267 -0.6662 -0.5084
```

- Gap between HOMO and LUMO (spin up / spin down): 5.31 / 6.64 eV
- Total charge: +1
- Highest occupied orbital energy (spin up / spin down): -8.445 / -13.448 eV
- Multiplicity: 3
- Energy relative to the best compared isomer or geometry (same formula, charge and spin): 0.372 eV
- Calculated total energy: -361.56163 Ha